No. 1
DFT (ωB97M-V/def2-TZVPD) results for the ion C8H9NOP with charge +1 at a distorted geometry.

Each line ends with the Löwdin charge.
Atoms and positions in Å:
1 C 2.3109 0.4600 -0.1693  -0.057
2 C 1.4891 -0.3028 0.6139  -0.131
3 C 1.6953 1.4341 -0.9348  -0.013
4 C 0.0900 -0.1674 0.6320  -0.292
5 C 0.3289 1.7157 -0.8720  -0.025
6 C -0.5017 0.9563 -0.1310  -0.247
7 C 0.1068 -3.0902 -0.0416  -0.293
8 C -1.9194 1.2036 0.2692  -0.129
9 N -2.6319 -0.0458 0.3521  -0.076
10 O -3.8180 -0.1668 0.2938  0.088
11 P -0.1150 -1.6918 -0.9015  1.123
12 H 3.3748 0.1920 -0.2963  0.142
13 H 1.9752 -0.9659 1.3370  0.140
14 H 2.3788 2.2610 -1.2755  0.152
15 H -0.6231 -0.5518 1.4079  0.139
16 H 0.0107 2.4632 -1.6404  0.153
17 H -0.1635 -3.9233 -0.6686  0.003
18 H 0.3160 -3.3100 1.0097  0.042
19 H -1.8856 1.5517 1.2754  0.147
20 H -2.4181 1.9783 -0.2600  0.132

Output
- Maximum force: 2.953 eV Å⁻¹
- Energy above the lowest of the compared OMol25 structures with the same formula, charge and spin: 30.1 kcal per mole
- LUMO: -5.48 eV
- HOMO-LUMO gap: 7.19 eV
- Net charge: +1

***

No. 2
DFT (ωB97M-V/def2-TZVPD) results for a cluster of 2 separate species, C2H4F3O in total at a distorted geometry.

Each line ends with the Löwdin charge.
Atoms and positions in Å:
1 H -0.1770 1.7629 0.2711  0.209
2 C 0.2135 0.8246 -0.5586  -0.590
3 F -1.9119 1.1595 0.0408  -0.687
4 F 0.0532 1.3177 -1.8083  0.042
5 F 1.5512 1.0495 -0.3016  -0.039
6 C 0.0547 -1.2512 0.5348  -0.093
7 O 0.0904 -0.5129 -0.6846  -0.081
8 H -0.7077 -0.8383 1.2103  0.084
9 H -0.2018 -2.2796 0.2647  0.078
10 H 1.0353 -1.2323 1.0314  0.076

Output
- Maximum force: 4.586 eV Å⁻¹
- Energy above the lowest of the compared OMol25 structures with the same formula, charge and spin: 10.4 kcal per mole
- LUMO: 4.18 eV
- HOMO-LUMO gap: 7.74 eV
- Net charge: -1

***

No. 3
DFT (ωB97M-V/def2-TZVPD) results for a cluster of 6 separate species, C17H46NO24P5 in total at a distorted geometry.

Each line ends with the Löwdin charge.
Atoms and positions in Å:
1 C 2.1891 0.9089 -5.0317  -0.118
2 O 3.0550 -0.1482 -4.6368  -0.279
3 P 2.4937 -1.0867 -3.4116  0.579
4 O 1.0209 -1.0273 -3.5751  -0.246
5 O 3.0354 -0.0401 -2.2937  -0.244
6 C 4.2855 0.6505 -2.4645  -0.087
7 O 2.6387 -2.3185 -2.3072  -0.222
8 C 2.6502 -3.6650 -2.8297  -0.103
9 H 2.7756 1.5925 -5.6449  0.092
10 H 1.3650 0.5302 -5.6308  0.088
11 H 1.8099 1.4450 -4.1614  0.086
12 H 4.0888 1.6715 -2.7891  0.072
13 H 4.9255 0.1698 -3.1992  0.086
14 H 4.8037 0.6780 -1.5085  0.084
15 H 3.4944 -3.8133 -3.5024  0.082
16 H 1.7159 -3.8796 -3.3517  0.086
17 H 2.7514 -4.3471 -1.9906  0.087
18 C -1.4614 -0.6343 1.2763  -0.113
19 O -2.3980 -0.7423 0.2066  -0.294
20 P -3.0181 -2.2383 -0.1012  0.556
21 O -3.0803 -2.8793 1.2378  -0.244
22 O -1.7424 -2.7030 -0.9751  -0.235
23 C -1.0593 -1.7470 -1.8165  -0.103
24 O -4.0174 -3.2275 -0.9840  -0.193
25 C -5.4299 -2.9482 -0.9131  -0.131
26 H -0.9868 0.3426 1.1814  0.037
27 H -1.9635 -0.6879 2.2365  0.086
28 H -0.7014 -1.4121 1.2067  0.093
29 H -0.1480 -1.4258 -1.3188  0.080
30 H -1.6722 -0.8718 -2.0177  0.085
31 H -0.7968 -2.2166 -2.7549  0.068
32 H -5.6484 -1.9480 -1.2872  0.108
33 H -5.7868 -3.0473 0.1138  -0.008
34 H -5.9451 -3.6715 -1.5388  0.103
35 C -0.3423 4.0785 3.0166  -0.108
36 O -1.6030 4.2067 2.3662  -0.278
37 P -1.8637 3.2293 1.0721  0.593
38 O -1.1094 1.9970 1.4082  -0.254
39 O -1.0792 4.1999 0.0312  -0.243
40 C -1.1485 5.6348 0.1384  -0.091
41 O -2.8447 2.6976 -0.1563  -0.209
42 C -4.0903 2.0571 0.2143  -0.094
43 H -0.2421 4.9383 3.6783  0.094
44 H -0.3062 3.1702 3.6124  0.086
45 H 0.4718 4.0837 2.2920  0.091
46 H -0.2289 6.0096 0.5882  0.087
47 H -1.9897 5.9671 0.7416  0.083
48 H -1.2484 6.0450 -0.8639  0.067
49 H -4.7174 2.7462 0.7783  0.085
50 H -3.9035 1.1585 0.8047  0.071
51 H -4.6102 1.7792 -0.6983  0.087
52 C 5.8255 -1.1913 1.4341  -0.107
53 O 6.9554 -1.9038 1.9331  -0.286
54 P 8.3351 -1.7893 1.0526  0.545
55 O 8.2701 -0.4268 0.4729  -0.249
56 O 7.8980 -2.9516 0.0022  -0.243
57 C 7.1595 -4.1005 0.4406  -0.105
58 O 9.9321 -2.1668 0.8282  -0.219
59 C 10.8549 -1.6974 1.8337  -0.108
60 H 4.9517 -1.5494 1.9766  0.096
61 H 5.9328 -0.1257 1.6180  0.087
62 H 5.6864 -1.3768 0.3689  0.085
63 H 6.1109 -3.9765 0.1697  0.083
64 H 7.2224 -4.2521 1.5149  0.081
65 H 7.5536 -4.9797 -0.0652  0.087
66 H 10.6164 -2.1209 2.8089  0.081
67 H 10.8373 -0.6075 1.8869  0.086
68 H 11.8513 -2.0228 1.5494  0.086
69 C -9.1412 -1.7952 3.5771  -0.129
70 O -7.8310 -2.2864 3.8356  -0.307
71 P -6.5883 -1.1685 3.8862  0.652
72 O -7.4524 -0.0779 4.4565  -0.271
73 O -6.4574 -1.0732 2.2725  -0.220
74 C -6.4273 -2.2745 1.4739  -0.122
75 O -5.1856 -0.2712 4.1171  -0.239
76 C -4.5569 -0.3695 5.4080  -0.119
77 H -9.7597 -2.6632 3.3451  0.090
78 H -9.5470 -1.2984 4.4530  0.082
79 H -9.1403 -1.1142 2.7259  0.089
80 H -7.4055 -2.4242 1.0199  0.115
81 H -6.1795 -3.1570 2.0592  0.114
82 H -5.6907 -2.1549 0.6863  -0.002
83 H -4.2501 -1.3942 5.6150  0.080
84 H -5.2352 -0.0186 6.1879  0.082
85 H -3.6716 0.2603 5.3966  0.084
86 O 3.2402 4.0363 -3.9094  0.240
87 C 2.6533 4.8467 -4.4566  -0.258
88 N 1.8503 5.4709 -5.1503  0.139
89 O 1.0102 6.2800 -4.2771  0.059
90 C -0.2182 5.7141 -4.1482  -0.613
91 O -0.9799 6.1193 -3.3386  0.164
92 O -0.5027 4.7430 -5.0167  0.144
93 H -0.9146 4.0487 -4.4914  0.142

Output
- Maximum force: 8.626 eV Å⁻¹
- LUMO: -1.73 eV
- HOMO-LUMO gap: 7.47 eV
- SMILES string: COP(=O)(OC)OC.COP(=O)(OC)OC.COP(=O)(OC)OC.COP(=O)(OC)OC.COP(=O)(OC)OC.O=C=NOC(=O)O

***

No. 4
DFT (ωB97M-V/def2-TZVPD) results for a structure of composition C5H9IN at a distorted geometry.

Each line ends with the Löwdin charge.
Atoms and positions in Å:
1 C 1.1469 0.3096 0.8267  -0.143
2 C -0.4642 1.3014 -0.8721  -0.173
3 C 0.8680 -1.1184 0.3041  -0.072
4 C -0.0068 1.2128 0.5520  -0.068
5 C -1.2113 0.0683 -0.4290  -0.751
6 N -0.4293 -1.1740 -0.4760  0.018
7 I -3.2450 -0.0792 0.0751  0.961
8 H 1.3555 0.2774 1.8954  0.126
9 H 2.0301 0.7126 0.3224  0.128
10 H -1.0964 2.1477 -1.1143  0.119
11 H 0.2897 1.1533 -1.6407  0.125
12 H 1.6783 -1.4564 -0.3418  0.134
13 H 0.7903 -1.8100 1.1433  0.136
14 H -0.4741 1.8019 1.3172  0.127
15 H -0.2155 -1.4133 -1.4554  0.187
16 H -1.0162 -1.9337 -0.1068  0.146

Output
- Maximum force: 3.881 eV Å⁻¹
- Energy above the lowest of the compared OMol25 structures with the same formula, charge and spin: 31.8 kcal per mole
- LUMO: -3.51 eV
- HOMO-LUMO gap: 9.10 eV
- Net charge: +1

***

Molar mass for every record listed, in sequence, given in g mol⁻¹: 166.14; 101.05; 803.41; 210.04.